1.
Density functional theory data (ωB97M-V/def2-TZVPD) for a 2-piece molecular cluster, C2H8OS2 overall in a non-equilibrium geometry.

The geometry in XYZ format:
```
13
Properties=species:S:1:pos:R:3
C -1.85 -0.12 0.24
C -0.41 0.30 -0.03
S -0.42 2.06 -0.65
S 1.40 2.71 0.20
H -2.24 -0.69 -0.57
H -2.45 0.63 0.73
H -1.81 -0.85 1.12
H 0.09 -0.35 -0.74
H 0.22 0.23 0.84
H 2.37 2.29 -0.62
O 1.60 -2.15 -0.54
H 2.30 -1.56 -0.22
H 1.19 -2.50 0.25
```

Summary:
**Electronic energy**: -952.5905 hartree
**SMILES string**: CCSS.O
**Largest force on an atom**: 3.3 eV/A
**LUMO level**: 0.3978 eV
**Gap between HOMO and LUMO**: 9.4535 eV
**2S+1**: 1
**E_HOMO**: -9.06 eV
**Energy above the lowest of the compared OMol25 structures with the same formula, charge and spin**: 0.6286 eV

Atomic partial charges in e from the Mulliken method, atoms 1 to 2: number 1, C, carries -1.12; number 2, C, carries -0.43


2.
Density functional theory data (ωB97M-V/def2-TZVPD) for one molecule with the formula C17H27N3O4S.

The geometry in XYZ format:
```
52
Properties=species:S:1:pos:R:3
C -1.65 -2.51 0.19
C -2.15 -1.27 0.94
N -3.35 -0.65 0.45
C -4.59 -1.36 0.65
C -5.60 -0.47 -0.06
C -4.83 -0.07 -1.32
C -3.35 -0.09 -0.90
C -2.71 1.31 -0.91
N -1.27 1.25 -0.95
C -0.48 1.84 -0.02
O -0.89 2.55 0.87
C 0.97 1.49 -0.20
C 1.35 0.17 -0.37
C 2.67 -0.20 -0.46
S 2.98 -1.94 -0.66
O 1.90 -2.51 -1.42
O 4.32 -2.15 -1.18
C 2.91 -2.64 1.03
C 4.01 -2.04 1.87
C 3.69 0.76 -0.37
N 5.00 0.39 -0.38
C 3.31 2.10 -0.21
C 1.98 2.47 -0.12
O 1.56 3.74 0.01
C 2.50 4.78 0.14
H -1.33 -2.27 -0.82
H -0.81 -2.95 0.71
H -2.44 -3.27 0.13
H -2.36 -1.55 1.98
H -1.36 -0.51 0.96
H -4.79 -1.45 1.72
H -4.60 -2.37 0.20
H -6.54 -0.97 -0.28
H -5.80 0.41 0.55
H -5.13 0.91 -1.69
H -5.00 -0.80 -2.12
H -2.78 -0.72 -1.60
H -2.99 1.85 -0.01
H -3.07 1.86 -1.79
H -0.85 0.68 -1.66
H 0.61 -0.62 -0.44
H 3.01 -3.71 0.91
H 1.92 -2.40 1.40
H 4.97 -2.23 1.39
H 3.88 -0.96 1.96
H 4.02 -2.48 2.86
H 5.68 1.11 -0.59
H 5.19 -0.54 -0.74
H 4.10 2.83 -0.16
H 3.12 4.87 -0.75
H 3.14 4.63 1.02
H 1.92 5.69 0.27
```

Summary:
**Electronic energy**: -1527.4049 hartree
**SMILES string**: CCN1CCC[C@H]1CNC(=O)c1cc(S(=O)(=O)CC)c(N)cc1OC
**Largest force on an atom**: 1.0 eV/A
**LUMO level**: 0.6666 eV
**Gap between HOMO and LUMO**: 8.7892 eV
**2S+1**: 1
**E_HOMO**: -8.12 eV
**Energy above the lowest of the compared OMol25 structures with the same formula, charge and spin**: 1.3651 eV

Atomic partial charges in e from the Mulliken method, atoms 1 to 2: number 1, C, carries -1.12; number 2, C, carries -0.61


3.
Density functional theory data (ωB97M-V/def2-TZVPD) for a 4-piece molecular cluster, C2H15N2O3 overall in a non-equilibrium geometry.

The geometry in XYZ format:
```
22
Properties=species:S:1:pos:R:3
C -0.39 -2.36 -1.55
N -0.77 -3.01 -0.32
C 0.73 -1.33 -1.16
N 0.28 -0.18 -0.36
H -1.18 -1.84 -2.02
H 0.07 -2.95 -2.44
H -1.42 -3.76 -0.49
H -0.12 -3.24 0.41
H 1.50 -1.03 -1.96
H 1.46 -1.98 -0.47
H -0.55 -0.17 0.25
H 1.09 -0.05 0.29
H 0.15 0.82 -0.75
H -2.84 1.69 1.38
H -2.17 2.48 0.24
O -2.02 1.75 0.87
H 2.11 3.13 0.93
H 2.70 2.43 -0.27
O 1.88 2.70 0.09
H -0.19 1.41 2.55
H 0.16 2.08 1.27
O 0.22 1.22 1.78
```

Summary:
**Total charge**: +1
**Electronic energy**: -420.1448 hartree
**Largest force on an atom**: 5.2 eV/A
**LUMO level**: -3.0071 eV
**Gap between HOMO and LUMO**: 9.8547 eV
**2S+1**: 1
**E_HOMO**: -12.86 eV
**Energy above the lowest of the compared OMol25 structures with the same formula, charge and spin**: 1.8622 eV

Atomic partial charges in e from the Mulliken method, atoms 1 to 2: number 1, C, carries -0.42; number 2, N, carries -0.45


4.
Density functional theory data (ωB97M-V/def2-TZVPD) for a 2-piece molecular cluster, C4H4F3N overall in a non-equilibrium geometry.

The geometry in XYZ format:
```
12
Properties=species:S:1:pos:R:3
C -0.23 1.27 1.20
C 0.23 0.27 0.28
C -1.64 -0.47 -1.24
C 1.47 -0.47 0.32
N 0.33 1.74 0.14
F 1.41 -1.41 1.29
F 1.77 -1.11 -0.76
F 2.59 0.21 0.55
H -0.59 1.50 2.11
H -2.12 0.46 -1.12
H -1.97 -1.24 -0.60
H -1.25 -0.73 -2.15
```

Summary:
**Electronic energy**: -508.9683 hartree
**Largest force on an atom**: 6.1 eV/A
**LUMO level (alpha / beta)**: -0.1226 / -0.3007 eV
**Gap between HOMO and LUMO (alpha / beta)**: 8.9376 / 8.7913 eV
**2S+1**: 1
**E_HOMO (alpha / beta)**: -9.06 / -9.09 eV
**Energy above the lowest of the compared OMol25 structures with the same formula, charge and spin**: 4.3703 eV

Atomic partial charges in e from the Mulliken method, atoms 1 to 2: number 1, C, carries -0.27; number 2, C, carries 0.17


5.
Density functional theory data (ωB97M-V/def2-TZVPD) for one molecule with the formula C6H6Cl2 in a non-equilibrium geometry.

The geometry in XYZ format:
```
14
Properties=species:S:1:pos:R:3
Cl -1.66 -0.59 -2.73
C -0.04 -0.59 -1.96
C -0.04 -0.09 -0.58
C 0.78 0.85 -0.05
C 0.52 0.87 1.45
Cl 1.94 0.22 2.37
C -0.67 -0.04 1.59
C -0.89 -0.66 0.43
H 0.69 -0.04 -2.58
H 0.24 -1.63 -2.01
H 1.51 1.54 -0.52
H 0.39 1.92 1.87
H -1.16 -0.30 2.53
H -1.61 -1.46 0.20
```

Summary:
**Electronic energy**: -1152.5756 hartree
**SMILES string**: ClCC1=C[C@H](Cl)C=C1
**Largest force on an atom**: 1.5 eV/A
**LUMO level**: 0.0364 eV
**Gap between HOMO and LUMO**: 9.0757 eV
**2S+1**: 1
**E_HOMO**: -9.04 eV
**Energy above the lowest of the compared OMol25 structures with the same formula, charge and spin**: 0.4479 eV

Atomic partial charges in e from the Mulliken method, atoms 1 to 2: number 1, Cl, carries -0.20; number 2, C, carries -0.59


6.
Density functional theory data (ωB97M-V/def2-TZVPD) for C33H33Cl2PSe3SiTaTe2 as an isolated structure.

The geometry in XYZ format:
```
76
Properties=species:S:1:pos:R:3
Ta -0.22 -0.55 0.77
Se -0.55 -0.27 3.23
Se -0.40 -2.55 3.86
Te 0.54 -3.19 1.61
Se -1.57 -2.67 0.39
C -5.22 3.37 1.86
C -4.95 3.52 0.51
C -4.15 2.61 -0.16
C -3.59 1.54 0.54
C -3.85 1.39 1.90
C -4.67 2.30 2.56
P -2.53 0.32 -0.27
C -3.69 -0.81 -1.09
C -3.32 -1.43 -2.29
C -4.17 -2.34 -2.89
C -5.38 -2.66 -2.29
C -5.75 -2.06 -1.09
C -4.91 -1.13 -0.50
C -1.45 1.01 -1.52
C -1.78 1.63 -2.73
C -0.75 2.07 -3.54
C 0.57 1.89 -3.14
C 0.88 1.24 -1.95
C -0.13 0.76 -1.10
H -5.85 4.08 2.37
H -5.38 4.36 -0.04
H -3.94 2.74 -1.21
H -3.41 0.56 2.45
H -4.88 2.18 3.62
H -2.38 -1.18 -2.76
H -3.89 -2.80 -3.82
H -6.04 -3.38 -2.76
H -6.69 -2.30 -0.63
H -5.20 -0.65 0.43
H -2.81 1.74 -3.04
H -0.96 2.56 -4.48
H 1.38 2.24 -3.76
H 1.92 1.09 -1.70
Cl 0.61 -1.90 -2.43
C 0.64 -3.67 -2.46
Cl 1.90 -4.31 -1.39
H 0.85 -4.00 -3.47
H -0.32 -4.03 -2.10
C -0.31 3.04 3.37
Te -0.41 2.51 1.31
C 1.54 3.25 0.91
H 0.53 2.54 3.85
H -1.25 2.76 3.85
H -0.19 4.12 3.42
H 1.46 4.33 0.80
H 1.89 2.80 -0.01
H 2.20 2.99 1.73
C 5.45 0.84 -2.51
C 5.29 1.69 -1.43
C 4.42 1.36 -0.40
C 3.68 0.17 -0.44
C 3.86 -0.68 -1.54
C 4.74 -0.35 -2.56
Si 2.51 -0.24 0.98
C 3.32 -1.66 1.93
C 3.11 -1.79 3.31
C 3.59 -2.89 4.02
C 4.30 -3.88 3.36
C 4.54 -3.76 2.00
C 4.06 -2.67 1.30
H 6.13 1.10 -3.31
H 5.85 2.62 -1.38
H 4.32 2.02 0.45
H 3.30 -1.60 -1.61
H 4.86 -1.02 -3.40
H 2.66 0.91 1.92
H 2.54 -1.03 3.84
H 3.41 -2.96 5.08
H 4.68 -4.73 3.91
H 5.12 -4.52 1.49
H 4.27 -2.59 0.24
```

Summary:
**Total charge**: +1
**Electronic energy**: -10625.7421 hartree
**Largest force on an atom**: 0.6 eV/A
**LUMO level**: -3.7255 eV
**Gap between HOMO and LUMO**: 6.8006 eV
**2S+1**: 1
**E_HOMO**: -10.53 eV
**Energy above the lowest of the compared OMol25 structures with the same formula, charge and spin**: 0.0000 eV

Atomic partial charges in e from the Mulliken method, atoms 1 to 2: number 1, Ta, carries -0.44; number 2, Se, carries 0.05


Q: Look up the largest force on an atom of the fourth one.
A: 6.1 eV/A